# 1
{
  "formula": "C5H12O3",
  "method": "ωB97M-V/def2-TZVPD",
  "elements": ["O", "O", "O", "C", "C", "C", "C", "C", "H", "H", "H", "H", "H", "H", "H", "H", "H", "H", "H", "H"],
  "coordinates": [[1.098, 1.187, -2.139], [2.334, -0.775, 1.388], [-1.488, 0.418, -1.148], [-0.715, 1.498, 0.822], [-0.802, 0.217, 0.084], [0.331, 2.330, 0.623], [-1.329, -2.227, 0.129], [-0.570, -1.056, 0.466], [-0.830, -2.720, -0.744], [2.201, -0.030, 0.927], [-2.358, -2.017, -0.212], [3.117, -0.628, 1.922], [1.511, 0.502, -2.711], [0.529, 3.195, 1.222], [-1.259, -2.924, 0.924], [0.271, 0.894, -2.214], [-1.646, 1.656, 1.384], [-1.633, -0.477, -1.548], [1.016, 2.193, -0.353], [0.222, -1.238, 1.178]],
  "e_tot_ha": -423.31936,
  "relative_energy_kcal_mol": 84.4,
  "spin_multiplicity": 1,
  "smiles": "C=C/C(O)=C/C.O.O"
}

# 2
{
  "formula": "C20H46BBr2ClO12PS3",
  "method": "ωB97M-V/def2-TZVPD",
  "elements": ["Br", "Br", "Cl", "S", "S", "S", "P", "O", "O", "O", "O", "O", "O", "O", "O", "O", "O", "O", "O", "C", "C", "C", "C", "C", "C", "C", "C", "C", "C", "C", "C", "C", "C", "C", "C", "C", "C", "C", "C", "B", "H", "H", "H", "H", "H", "H", "H", "H", "H", "H", "H", "H", "H", "H", "H", "H", "H", "H", "H", "H", "H", "H", "H", "H", "H", "H", "H", "H", "H", "H", "H", "H", "H", "H", "H", "H", "H", "H", "H", "H", "H", "H", "H", "H", "H", "H"],
  "coordinates": [[0.685, 0.821, -0.226], [-0.911, 0.043, -3.118], [-0.940, -0.971, 1.962], [10.001, 2.506, 1.270], [-8.822, 1.247, -0.779], [4.589, 2.792, 0.536], [-3.029, -3.829, -1.827], [9.707, 2.286, -0.117], [-9.041, 1.548, 0.762], [-9.147, -0.123, -1.028], [4.905, 3.984, -0.464], [10.171, 1.100, 1.986], [-1.435, -1.799, -0.550], [5.490, 2.885, 1.653], [4.531, 1.563, -0.187], [11.106, 3.353, 1.604], [-7.554, 1.759, -1.192], [-1.725, -3.899, 0.718], [-3.438, -2.253, 0.646], [6.686, 3.131, -1.949], [6.281, 4.139, -0.897], [-10.091, 2.288, -1.412], [-1.781, 0.963, -1.642], [-1.253, 0.584, -0.265], [2.984, 3.305, 1.014], [11.030, 0.127, 1.341], [-3.225, -0.889, 0.499], [-5.616, -2.458, -1.706], [-4.687, -5.154, 0.212], [-1.714, -0.779, 0.253], [8.562, 3.032, 2.116], [-4.029, -5.254, -1.168], [-1.741, 2.477, -1.882], [-6.919, 0.838, 1.821], [12.499, 0.411, 1.568], [0.344, -4.951, 1.317], [-0.642, -4.625, 0.201], [-4.318, -2.659, -2.486], [-8.409, 0.616, 1.691], [-2.378, -2.949, -0.145], [6.927, 4.084, -0.020], [10.733, -0.818, 1.791], [-11.052, 1.920, -1.066], [12.812, 1.322, 1.061], [-2.724, 2.846, -2.175], [-1.000, -5.560, -0.259], [-0.134, -4.062, -0.592], [-6.534, 0.206, 2.622], [-4.555, -3.002, -3.499], [-1.041, 2.737, -2.673], [0.338, -4.134, 2.037], [-6.394, 0.581, 0.903], [-2.799, 0.596, -1.697], [7.740, 2.357, 1.893], [2.589, 2.535, 1.674], [-4.787, -5.471, -1.930], [0.071, -5.871, 1.839], [7.679, 3.385, -2.322], [-5.347, -4.293, 0.286], [-3.587, -0.303, 1.346], [-1.599, 1.336, 0.445], [-6.706, 1.881, 2.059], [-9.909, 3.304, -1.073], [6.722, 2.122, -1.543], [-6.193, -3.383, -1.670], [-3.354, -6.115, -1.172], [-3.729, -0.553, -0.423], [8.770, 3.059, 3.182], [13.087, -0.423, 1.183], [8.341, 4.033, 1.753], [-6.242, -1.685, -2.162], [-8.638, -0.399, 1.367], [10.780, 0.093, 0.281], [5.978, 3.141, -2.778], [3.071, 4.258, 1.529], [-8.928, 0.802, 2.629], [-1.417, 3.001, -0.982], [-5.278, -6.051, 0.429], [-5.396, -2.164, -0.679], [12.705, 0.525, 2.632], [2.363, 3.381, 0.125], [-3.926, -5.045, 0.984], [6.317, 5.156, -1.282], [-10.021, 2.229, -2.496], [1.357, -5.073, 0.927], [-3.813, -1.695, -2.615]],
  "e_tot_ha": -8861.66597,
  "spin_multiplicity": 1,
  "total_charge": -1
}

# 3
{
  "formula": "C2H4N2OS",
  "method": "ωB97M-V/def2-TZVPD",
  "elements": ["S", "O", "N", "N", "C", "C", "H", "H", "H", "H"],
  "coordinates": [[-1.078, 2.108, -0.542], [1.456, -1.589, 1.590], [-0.878, 0.363, -0.488], [0.843, -2.046, -0.593], [0.906, -1.317, 0.576], [0.268, 0.119, 0.306], [0.842, 1.033, 0.944], [-0.490, -1.969, -0.799], [-2.063, 2.179, -1.656], [0.517, -3.288, -0.254]],
  "e_tot_ha": -661.37462,
  "relative_energy_kcal_mol": 132.4,
  "spin_multiplicity": 1
}

# 4
{
  "formula": "H2ORb",
  "method": "ωB97M-V/def2-TZVPD",
  "elements": ["Rb", "O", "H", "H"],
  "coordinates": [[13.492, 11.410, 7.905], [15.445, 11.097, 8.256], [15.033, 11.908, 8.553], [16.178, 10.966, 8.856]],
  "e_tot_ha": -100.19495,
  "relative_energy_kcal_mol": 84.9,
  "spin_multiplicity": 1,
  "total_charge": 1
}

# 5
{
  "formula": "H31O16",
  "method": "ωB97M-V/def2-TZVPD",
  "elements": ["O", "O", "O", "O", "O", "O", "O", "O", "O", "O", "O", "O", "O", "O", "O", "O", "H", "H", "H", "H", "H", "H", "H", "H", "H", "H", "H", "H", "H", "H", "H", "H", "H", "H", "H", "H", "H", "H", "H", "H", "H", "H", "H", "H", "H", "H", "H"],
  "coordinates": [[2.484, 2.055, -1.801], [1.130, 5.374, 0.125], [3.396, -2.149, 1.897], [4.595, 1.006, 1.238], [0.919, -3.900, 0.989], [4.522, -1.686, -1.882], [-2.686, -2.708, 4.796], [-1.651, -1.879, 2.355], [-2.245, -2.314, -2.909], [-0.830, -5.032, 2.876], [-1.084, 3.818, -3.389], [-0.861, 3.717, -0.570], [-0.862, 0.940, 0.062], [-3.532, 3.604, -0.761], [-4.002, 0.224, -0.589], [0.633, -1.098, -2.495], [5.024, 0.644, 0.461], [-1.464, -0.960, 2.107], [0.336, -1.373, -1.627], [-1.739, -4.708, 2.870], [-2.530, 3.690, -0.661], [-1.805, 3.327, -3.774], [-1.586, -2.168, -3.590], [2.434, 2.352, -2.719], [-0.105, 0.381, 0.242], [0.585, 4.692, 0.527], [1.682, -4.175, 0.486], [2.145, 2.853, -1.373], [-3.043, -1.806, -3.066], [0.516, -4.444, 1.678], [-0.862, 3.912, 0.370], [-0.462, -4.648, 3.680], [2.514, -2.497, 2.030], [3.665, -1.847, -1.485], [-2.196, -2.318, 4.048], [-3.082, 0.482, -0.464], [-1.344, -2.291, 1.533], [-1.019, 3.771, -2.423], [-3.699, 4.452, -1.190], [3.373, -1.263, 2.273], [0.625, -0.148, -2.578], [-4.482, 1.046, -0.440], [1.034, 4.963, -0.748], [3.672, 0.761, 1.290], [-2.154, -2.445, 5.555], [4.204, -1.187, -2.647], [-0.577, 1.869, -0.051]],
  "e_tot_ha": -1222.47748,
  "relative_energy_kcal_mol": 58.2,
  "spin_multiplicity": 1,
  "total_charge": -1
}

# 6
{
  "formula": "C2H7ClSi",
  "method": "ωB97M-V/def2-TZVPD",
  "elements": ["Cl", "Si", "C", "C", "H", "H", "H", "H", "H", "H", "H"],
  "coordinates": [[-2.638, -0.136, -0.051], [-0.654, -0.048, -0.474], [0.275, -1.514, 0.299], [0.001, 1.592, 0.218], [-0.564, -0.400, -2.045], [1.328, -1.480, 0.034], [-0.194, 1.635, 1.290], [1.071, 1.692, 0.076], [-0.120, -2.455, -0.074], [0.208, -1.535, 1.384], [-0.482, 2.455, -0.231]],
  "e_tot_ha": -829.87052,
  "relative_energy_kcal_mol": 32.4,
  "spin_multiplicity": 3
}